{"formula": "C5H13N3O2", "method": "ωB97M-V/def2-TZVPD", "gap_ev": 9.77, "max_force_ha_per_bohr": 0.077, "total_charge": 0, "smiles": "[H]/N=C(/N)NC.CCC(=O)O", "symbols": ["H", "N", "C", "N", "N", "C", "H", "H", "H", "H", "H", "H", "C", "C", "C", "O", "O", "H", "H", "H", "H", "H", "H"], "positions_angstrom": [[1.34, 1.96, -1.28], [1.56, 1.02, -1.71], [1.86, 0.13, -0.84], [1.62, -1.22, -1.18], [2.08, 0.57, 0.52], [1.23, 0.06, 1.62], [1.06, -1.24, -1.99], [2.26, -1.96, -1.00], [3.02, 0.82, 0.75], [1.74, 0.28, 2.58], [0.70, -0.89, 1.52], [0.52, 0.94, 1.67], [-1.71, -0.06, 1.32], [-1.77, 0.43, -0.15], [-2.12, -0.69, -1.07], [-2.86, -1.59, -0.76], [-1.36, -0.79, -2.20], [-1.12, -0.85, 1.74], [-2.71, -0.08, 1.73], [-1.28, 0.90, 1.73], [-2.43, 1.35, -0.28], [-0.81, 0.89, -0.45], [-0.82, 0.00, -2.25]]}